A structure of composition C36H31N10O3S2Tc in a non-equilibrium geometry. Source: the Open Molecules 2025 dataset; level of theory: ωB97M-V/def2-TZVPD.

The geometry in XYZ format:
```
83
C36H31N10O3S2Tc | the Open Molecules 2025 dataset | ωB97M-V/def2-TZVPD
Tc -1.02450 -0.12104 0.06699
N 2.03775 -2.69441 1.54239
C 1.23729 -1.65916 2.54774
C 1.58634 -1.58812 4.26912
C 0.71441 -0.54923 5.32095
C -0.50429 0.47509 4.65362
C -0.78406 0.35433 2.98179
N 0.03339 -0.63663 1.90343
C 1.70071 -2.59149 0.19547
C 2.42448 -3.45227 -0.62422
C 2.22710 -3.51684 -1.98889
C 1.27046 -2.74795 -2.58218
C 0.48164 -1.84743 -1.80439
N 0.65004 -1.71502 -0.33842
H 3.03341 -2.64464 1.67918
H 2.34537 -2.26017 4.69378
H 0.90324 -0.54686 6.39654
H -1.07628 1.14928 5.26775
H -1.89721 1.18794 2.32734
H 3.16264 -4.09656 -0.16860
H 2.81518 -4.19944 -2.58718
H 1.13113 -2.81052 -3.67122
H -0.48131 -0.97218 -2.46101
O -0.04438 -1.37150 4.48113
S 0.77996 0.10046 3.37117
O 2.05604 -0.86161 2.19326
N -1.13194 0.96319 1.90195
C -2.29669 2.16778 2.37910
C -2.44718 2.88319 3.51397
C -3.53189 3.79587 3.56293
C -4.38205 3.94056 2.50834
C -4.20876 3.17222 1.32192
C -5.01271 3.25323 0.19058
C -4.72080 2.45053 -0.86943
C -3.63617 1.53761 -0.88957
N -2.84348 1.45732 0.19273
C -3.14926 2.25226 1.25610
C 1.77140 1.54883 4.39379
C 1.98923 1.75053 5.76451
C 2.70914 2.84974 6.21311
C 3.22699 3.77732 5.32109
C 3.02058 3.59769 3.96735
C 2.30258 2.49642 3.51567
H -1.78234 2.78686 4.35722
H -3.67897 4.38639 4.45630
H -5.19809 4.64890 2.57016
H -5.85549 3.93332 0.15679
H -5.35025 2.50273 -1.74870
H -3.58392 0.98632 -1.79699
H 1.61117 1.08183 6.51877
H 2.86301 2.98344 7.27696
H 3.78444 4.63138 5.68341
H 3.41741 4.31339 3.25718
H 2.15093 2.37037 2.44820
O -1.96169 0.38955 -1.43091
N -0.48814 -6.67438 -9.03621
C -0.47817 -5.92038 -8.17064
C -0.46540 -4.97660 -7.08801
C 0.17585 -3.75063 -7.23360
C 0.18915 -2.84096 -6.19401
C -0.44160 -3.14373 -4.98572
C -1.08338 -4.37488 -4.83999
C -1.09354 -5.28034 -5.88406
N -0.42082 -2.22843 -3.93523
C 0.24068 -0.77836 -3.96470
C 0.07628 -0.13672 -2.79801
N -0.84178 -1.24765 -1.71881
C -1.03294 -2.47472 -2.66161
H 0.66774 -3.50277 -8.16390
H 0.69813 -1.90056 -6.35036
H -1.58306 -4.65452 -3.92429
H -1.59449 -6.23016 -5.75901
H 0.75040 -0.42146 -4.84149
H 0.38137 0.90874 -2.37638
H -1.57367 -3.32991 -2.31092
N 3.30146 2.26178 -1.60717
C 2.06472 2.67714 -1.30227
N 1.83778 3.99154 -1.40054
S 0.85028 1.57594 -0.81220
H 4.03486 2.88858 -1.89515
H 3.50970 1.28147 -1.53904
H 2.54308 4.64989 -1.68706
H 0.92177 4.33927 -1.17768
```

Total charge ... +1
Multiplicity ... 2
Gap between HOMO and LUMO (spin up / spin down) ... 4.69 / 4.97 eV



A structure of composition C36H31N10O3S2Tc in a non-equilibrium geometry. Source: the Open Molecules 2025 dataset; level of theory: ωB97M-V/def2-TZVPD.

The geometry in XYZ format:
```
83
C36H31N10O3S2Tc | the Open Molecules 2025 dataset | ωB97M-V/def2-TZVPD
Tc 0.14306 0.36369 0.28446
N -2.03731 0.39996 -2.38757
C -2.72687 0.20798 -1.18919
C -4.11598 0.07939 -1.30473
C -4.87151 -0.11535 -0.17261
C -4.22531 -0.21335 1.05581
C -2.85742 -0.09454 1.08059
N -2.10405 0.14416 -0.01332
C -0.69078 0.44837 -2.74722
C -0.45175 0.48678 -4.12678
C 0.83725 0.48067 -4.60034
C 1.88580 0.41318 -3.68776
C 1.58396 0.36867 -2.35196
N 0.31598 0.39492 -1.87000
H -2.60279 0.89958 -3.05642
H -4.57357 0.11071 -2.28466
H -5.94562 -0.21993 -0.24691
H -4.76450 -0.39567 1.97405
H -2.28955 -0.20036 1.99246
H -1.29453 0.49588 -4.80470
H 1.02472 0.50693 -5.66536
H 2.91912 0.39751 -4.00087
H 2.36049 0.32315 -1.59449
O 1.27122 1.03542 4.27718
S 0.07694 1.24030 3.50918
O -0.13441 2.45854 2.77486
N -0.11685 0.03283 2.43343
C -0.01310 -1.29004 2.83575
C 0.00274 -1.79724 4.12070
C 0.07216 -3.18235 4.35821
C 0.12786 -4.09348 3.34157
C 0.13745 -3.62432 2.01132
C 0.18717 -4.47963 0.89082
C 0.18800 -3.95811 -0.37304
C 0.16342 -2.56684 -0.52692
N 0.12877 -1.73680 0.49770
C 0.09236 -2.23503 1.77246
C -1.25905 1.14898 4.69542
C -0.93191 1.08932 6.04240
C -1.94237 1.08143 6.99412
C -3.27122 1.13453 6.60139
C -3.59182 1.22191 5.25265
C -2.58616 1.23521 4.29972
H -0.02759 -1.13350 4.96985
H 0.07604 -3.52320 5.38528
H 0.16981 -5.15711 3.53317
H 0.21634 -5.55056 1.05038
H 0.21861 -4.58819 -1.25014
H 0.19213 -2.12303 -1.51352
H 0.10922 1.04703 6.33153
H -1.68721 1.03410 8.04435
H -4.05720 1.12682 7.34480
H -4.62697 1.29938 4.94564
H -2.83624 1.38144 3.25729
O 1.62764 0.99735 0.93092
N -5.67602 9.47254 -0.38100
C -4.89013 8.63590 -0.34922
C -3.91235 7.58296 -0.31304
C -4.31856 6.26089 -0.15893
C -3.38200 5.24586 -0.12572
C -2.02869 5.54309 -0.24678
C -1.62056 6.86172 -0.39685
C -2.55869 7.87733 -0.43046
N -1.05902 4.50102 -0.21506
C 0.31638 4.63919 -0.29795
C 0.83860 3.39653 -0.18981
N -0.18852 2.49137 -0.05112
C -1.30476 3.18000 -0.07537
H -5.37039 6.03103 -0.06225
H -3.72388 4.22951 0.00255
H -0.57525 7.11446 -0.48657
H -2.23954 8.90352 -0.54665
H 0.80353 5.58925 -0.40101
H 1.86593 3.07863 -0.17053
H -2.28873 2.76450 0.03764
N 6.31444 -0.56215 -0.77531
C 5.15841 -1.17438 -0.46034
N 5.12661 -2.50877 -0.64788
S 3.84583 -0.33028 0.16529
H 7.12597 -1.05709 -1.10201
H 6.38040 0.42510 -0.60696
H 5.92189 -3.03619 -0.96372
H 4.29074 -2.99578 -0.38302
```

Total charge ... +1
Multiplicity ... 4
Gap between HOMO and LUMO (spin up / spin down) ... 7.17 / 6.58 eV



Respective energy relative to the best compared isomer or geometry (same formula, charge and spin) values: 5969.9 126.8 kJ/mol.